Here is 3 unconnected molecules or ions with the total composition C2H8O4 in a non-equilibrium geometry from the OMol25 dataset. Energies are from ωB97M-V/def2-TZVPD.

Geometry (Å):
C -0.80417 1.70269 -0.11555
C -0.33683 0.38528 -0.56049
O -0.15234 -0.63341 0.09116
O 0.13188 0.46414 -1.80706
H -0.00141 2.34424 0.26973
H -1.47375 1.56277 0.78604
H -1.40961 2.28728 -0.80439
H 0.56557 -0.40152 -2.14623
O 0.76587 -1.99627 -2.06856
H 0.42646 -1.94809 -1.14860
H 1.67980 -1.69352 -1.96129
O 0.08186 -0.81793 3.52480
H 0.24638 -1.33557 2.71968
H 0.28030 0.07992 3.22076

Atoms 1-6, force components in eV/Å:
-2.098 0.806 2.751
2.361 -1.015 -1.363
-0.857 0.588 0.537
0.127 0.103 -0.812
0.152 -0.384 -0.427
0.701 -0.008 -0.855

The energy relative to the best compared isomer or geometry (same formula, charge and spin) is 62.6 kJ/mol. The calculation puts the HOMO energy at -11.04 eV. Its frontier orbital gap is 11.4 eV. The structure (SMILES) is CC(=O)O.O.O. For the total energy, the calculation gives -381.97410 Ha. The value obtained for the LUMO energy is 0.41 eV. As for the total charge: 0.

Atom charges from the natural (NBO) analysis, given in e for atoms 1 to 4: number 1, C, carries -0.7356; number 2, C, carries 0.8059; number 3, O, carries -0.6623; number 4, O, carries -0.7040